{
  "formula": "C2H6O",
  "method": "wB97M-V/def2-TZVPD",
  "species": ["C", "C", "H", "H", "H", "H", "O", "H", "H"],
  "xyz": [[-1.22967, 0.91955, 1.15468], [-2.36014, 0.25575, 1.35892], [-0.77300, 0.85343, 0.16055], [-0.69453, 1.48730, 1.92442], [-2.85439, -0.27831, 0.53934], [-2.85184, 0.25316, 2.33842], [3.84328, -1.47110, -2.45827], [3.23910, -1.11212, -1.76954], [3.68117, -0.90765, -3.24853]],
  "forces_ev_per_angstrom": [[0.2, -0.3, -0.4], [-0.2, 0.2, 0.3], [0.0, 0.3, 0.4], [-0.3, -0.3, -0.3], [0.2, 0.1, 0.4], [0.1, 0.0, -0.4], [-0.8, 1.0, -0.1], [0.6, -0.4, -0.8], [0.1, -0.6, 0.9]],
  "homo_lumo_gap_ha": 0.4066,
  "lumo_ev": 0.7589,
  "energy_ha": -154.99815,
  "smiles": "C=C.O"
}